{"formula": "C38H38BF3O3S", "method": "ωB97M-V/def2-TZVPD", "symbols": ["C", "C", "C", "C", "C", "B", "C", "C", "C", "C", "C", "F", "F", "F", "C", "C", "O", "C", "C", "C", "C", "C", "C", "O", "S", "H", "H", "H", "H", "H", "H", "H", "H", "H", "H", "H", "H", "H", "H", "H", "H", "H", "H", "H", "H", "H", "C", "C", "C", "C", "C", "C", "C", "C", "C", "C", "O", "C", "C", "C", "C", "C", "C", "C", "C", "C", "C", "H", "H", "H", "H", "H", "H", "H", "H", "H", "H", "H", "H", "H", "H", "H", "H", "H"], "xyz": [[5.38857, -0.18873, 3.69816], [4.04024, 0.42302, 3.77715], [3.72409, 1.61475, 4.41994], [2.33046, 1.76836, 4.62010], [1.56876, 0.73710, 4.06841], [1.07435, 4.43606, 0.70048], [0.14389, 0.57119, 4.21802], [-0.52329, 1.31184, 5.22963], [-1.89396, 1.17842, 5.40756], [-2.57535, 0.20438, 4.69587], [-4.01059, -0.05406, 5.04732], [-4.71188, -0.60298, 4.01055], [-4.11011, -0.92913, 6.10107], [-4.66171, 1.09097, 5.42237], [-1.94459, -0.60773, 3.74818], [-0.59838, -0.37554, 3.46720], [1.16650, 5.75239, 0.98935], [2.60512, 5.98717, 1.21593], [2.93004, 7.30998, 0.58437], [2.83886, 6.05855, 2.72399], [3.30132, 4.70038, 0.54765], [3.59836, 4.83687, -0.94503], [4.50734, 4.09762, 1.23929], [2.26608, 3.71814, 0.66338], [2.62189, -0.33426, 3.15129], [6.07168, 0.31700, 4.39456], [5.34881, -1.25361, 3.99484], [5.80580, -0.10434, 2.68211], [4.46531, 2.32569, 4.76585], [1.88924, 2.57764, 5.19207], [0.04890, 1.93111, 5.91823], [-2.41246, 1.79269, 6.14514], [-2.50536, -1.41471, 3.27466], [-0.11060, -0.96512, 2.68161], [3.98487, 7.56198, 0.75582], [2.72978, 7.32340, -0.48859], [2.31431, 8.08179, 1.05190], [3.87855, 6.34252, 2.94557], [2.18197, 6.82838, 3.15375], [2.61860, 5.10815, 3.23265], [4.54239, 5.36811, -1.09946], [3.69508, 3.83860, -1.40102], [2.80614, 5.36837, -1.49408], [5.36623, 4.78132, 1.21089], [4.28254, 3.84357, 2.28295], [4.80291, 3.16788, 0.71990], [0.41592, 4.41121, -4.98534], [0.21574, 4.00449, -3.56037], [0.58337, 2.73634, -3.07270], [0.50980, 2.42735, -1.72084], [0.02922, 3.38163, -0.80434], [-0.04336, 3.18028, 0.71407], [-1.43364, 3.41784, 1.25657], [-2.56571, 3.61382, 0.43689], [-3.81239, 3.96576, 0.96044], [-3.99254, 3.86810, 2.34231], [-5.24674, 3.86240, 2.93992], [-6.28090, 4.65061, 2.42362], [-7.57529, 4.14406, 2.58005], [-8.63846, 4.83384, 1.99623], [-8.41973, 6.04914, 1.33512], [-7.14286, 6.61925, 1.33608], [-6.04791, 5.91198, 1.85849], [-2.90594, 3.55857, 3.18063], [-1.64603, 3.34293, 2.64437], [-0.35866, 4.65266, -1.31289], [-0.30450, 4.94193, -2.65851], [-0.23710, 5.24828, -5.25371], [1.45592, 4.74246, -5.13591], [0.22445, 3.59171, -5.68372], [0.90759, 1.97914, -3.78635], [0.75645, 1.42402, -1.34904], [0.38396, 2.25273, 1.10055], [-2.47604, 3.52290, -0.64619], [-4.63066, 4.26478, 0.29470], [-7.71924, 3.20414, 3.11552], [-9.64634, 4.42319, 2.06008], [-9.24266, 6.56372, 0.84017], [-6.96736, 7.61634, 0.93642], [-5.03716, 6.31922, 1.83627], [-3.09301, 3.49375, 4.24753], [-0.81213, 3.09716, 3.30069], [-0.75851, 5.40265, -0.61700], [-0.68058, 5.90873, -3.01444]], "mulliken_charge": [-1.2814, 0.6844, -0.8549, -0.5152, 0.4593, 0.8575, 1.4524, -0.9877, -0.9345, 0.7164, 0.8983, -0.2790, -0.2768, -0.2521, -1.1725, -0.7139, -0.3938, 1.6427, -1.8369, -1.7446, 1.3988, -1.9209, -1.5084, -0.4022, -0.2257, 0.3677, 0.3341, 0.2794, 0.3739, 0.3098, 0.3705, 0.4741, 0.4240, 0.3326, 0.3642, 0.3114, 0.4550, 0.3470, 0.4782, 0.1486, 0.4109, 0.3986, 0.2488, 0.3627, 0.1449, 0.4383, -1.5239, 0.9692, -0.7189, -0.6202, 0.2506, -0.2343, -0.1749, -0.6761, -0.2598, 0.5771, -0.4398, 0.5258, -0.5994, -0.3635, -0.5711, -0.5424, -0.2877, -0.8796, -0.5186, -0.3065, -1.2303, 0.3547, 0.2520, 0.3958, 0.3783, 0.4071, 0.7317, 0.5205, 0.4509, 0.4174, 0.3596, 0.3617, 0.3589, 0.4332, 0.4213, 0.8384, 0.4478, 0.3110], "energy_ha": -2419.2749, "gap_ev": 7.614, "fmax_ev_per_a": 4.4, "de_lowest_kcal_mol": 24.53, "e_homo_ev": -7.615}

=====

{"formula": "C2H3NP2", "method": "ωB97M-V/def2-TZVPD", "symbols": ["C", "C", "N", "P", "P", "H", "H", "H"], "xyz": [[0.15846, 1.54862, 0.23888], [0.23546, -1.30038, -0.36750], [1.32641, 1.71504, 0.00396], [1.72415, -1.95933, -0.03873], [-0.62464, -0.20722, 0.72356], [-0.72602, 2.21708, 0.61275], [-0.22812, -1.78976, -1.30128], [-1.86571, -0.22405, 0.12835]], "mulliken_charge": [0.0528, -0.2346, -0.4295, 0.0310, -0.0240, 0.2637, 0.2989, 0.0416], "energy_ha": -815.2476, "gap_ev": [5.193, 4.495], "fmax_ev_per_a": 2.8, "de_lowest_kcal_mol": 111.75, "e_homo_ev": [-7.478, -7.161]}

=====

{"formula": "C3H3NO", "method": "ωB97M-V/def2-TZVPD", "symbols": ["C", "C", "C", "H", "H", "H", "N", "O"], "xyz": [[0.01775, 0.34827, 0.15218], [1.39187, -0.03960, 0.01049], [2.61559, -0.03858, -0.10571], [-2.78336, -0.61788, -0.10085], [-0.41689, 1.42981, 0.06671], [3.64084, -0.21470, -0.05149], [-0.96185, -0.49404, 0.10322], [-2.23236, 0.15507, -0.12233]], "mulliken_charge": [-0.2080, -0.2708, 0.0274, 0.3724, 0.3549, 0.4174, -0.3142, -0.3791], "energy_ha": -245.9573, "gap_ev": 10.099, "fmax_ev_per_a": 3.9, "smiles": "C#C/C=N/O", "de_lowest_kcal_mol": 84.24, "e_homo_ev": -9.694}

=====

{"formula": "C12H17NO3", "method": "ωB97M-V/def2-TZVPD", "symbols": ["C", "H", "C", "H", "H", "C", "N", "C", "O", "C", "C", "C", "C", "C", "C", "O", "C", "H", "H", "H", "H", "O", "C", "H", "H", "H", "H", "H", "H", "H", "H", "H", "H"], "xyz": [[0.95274, 1.51270, 4.03233], [1.44662, 2.45640, 3.62410], [1.87815, 0.33400, 3.81176], [1.25819, -0.49118, 4.23279], [2.55126, 0.66886, 4.72007], [2.45590, 0.15404, 2.71718], [1.42348, -0.15525, 1.79726], [1.69301, 0.44156, 0.27887], [2.69021, 1.03052, -0.08228], [0.48670, -0.08850, -0.60242], [1.07420, -0.72074, -1.86200], [0.05156, -1.02375, -2.68350], [-1.59903, -0.85917, -2.31266], [-1.73190, -0.46421, -1.18387], [-0.80085, 0.17178, -0.30318], [-1.20153, 0.56035, 1.03224], [-1.24497, 2.04324, 0.95328], [-1.71156, 2.43107, 0.15223], [-0.00780, 2.37025, 0.60162], [-1.42506, 2.30718, 1.87911], [-2.78937, -0.16366, -0.83823], [-2.19889, -1.63067, -3.13852], [-3.61232, -1.49472, -2.98250], [-3.89123, -2.11203, -1.94360], [-4.05211, -1.70300, -3.96838], [-4.06389, -0.39457, -2.94364], [0.00268, -1.52291, -3.54453], [2.03864, -0.77320, -2.19695], [0.66493, -0.63281, 1.99046], [3.12873, -0.76191, 2.66500], [3.16807, 1.05098, 2.21680], [0.61241, 1.88902, 5.03663], [0.15759, 1.44231, 3.33263]], "mulliken_charge": [-0.8377, 0.3134, -0.5776, 0.2305, 0.2266, -0.1591, -0.0571, -0.1425, -0.5593, 0.6909, -1.2392, -0.7698, 1.0559, -0.3426, 0.5067, -0.4918, -0.7966, 0.4370, 0.1592, 0.3665, 0.1658, -0.3896, -0.8032, 0.2887, 0.3238, 0.2796, 0.5861, 0.4831, 0.2358, 0.2112, 0.2625, 0.3719, -0.0289], "energy_ha": -747.5435, "gap_ev": 9.125, "fmax_ev_per_a": 18.7, "smiles": "CCCNC(=O)c1ccc(OC)cc1OC", "de_lowest_kcal_mol": 260.12, "e_homo_ev": -8.484}